Entry 1:
Molecular formula: C54H135O36P9
Method: DFT, ωB97M-V with the def2-TZVPD basis set

Calculated values
SMILES = CCOP(=O)(OCC)OCC.CCOP(=O)(OCC)OCC.CCOP(=O)(OCC)OCC.CCOP(=O)(OCC)OCC.CCOP(=O)(OCC)OCC.CCOP(=O)(OCC)OCC.CCOP(=O)(OCC)OCC.CCOP(=O)(OCC)OCC.CCOP(=O)(OCC)OCC
relative energy (zero: lowest compared OMol25 entry of this formula, charge and spin) = 799.3 kJ/mol
F_max = 5.8 eV/Å
lowest unoccupied orbital energy = 0.26 eV

Last column: Löwdin charge in e.
CARTESIAN COORDINATES (ANGSTROEM)
1 C 10.128 -0.125 4.476  -0.0690
2 C 10.298 0.138 2.958  -0.2418
3 O 10.261 1.549 2.860  -0.2286
4 P 10.275 2.208 1.404  0.4458
5 O 10.667 1.301 0.291  -0.2361
6 O 11.288 3.423 1.715  -0.1854
7 C 11.025 4.297 2.865  -0.2517
8 C 11.941 3.888 4.000  -0.0695
9 O 8.839 2.928 1.202  -0.1717
10 C 7.670 2.233 1.695  -0.2454
11 C 6.648 1.869 0.588  -0.0395
12 H 10.660 -1.069 4.594  0.0707
13 H 10.793 0.384 5.174  0.0739
14 H 9.094 -0.109 4.820  0.0669
15 H 11.245 -0.335 2.695  0.1289
16 H 9.342 -0.169 2.534  0.1122
17 H 11.316 5.252 2.426  0.1135
18 H 10.004 4.563 3.138  0.1157
19 H 11.387 3.230 4.669  0.0570
20 H 12.949 3.585 3.715  0.0888
21 H 12.115 4.854 4.475  0.0751
22 H 7.908 1.307 2.218  0.0892
23 H 7.266 2.944 2.416  0.1039
24 H 5.634 1.695 0.947  0.0479
25 H 6.498 2.797 0.036  0.0802
26 H 6.996 1.097 -0.098  0.0845
27 C 1.420 -11.812 -3.740  -0.0825
28 C 0.747 -10.979 -2.716  -0.2519
29 O -0.470 -10.293 -3.243  -0.1821
30 P -0.865 -8.755 -2.860  0.4626
31 O -2.220 -8.344 -3.162  -0.2067
32 O -0.401 -8.551 -1.334  -0.1954
33 C -1.412 -8.149 -0.394  -0.2527
34 C -1.884 -9.486 0.202  -0.0590
35 O 0.227 -7.885 -3.696  -0.1803
36 C -0.069 -6.539 -4.000  -0.2941
37 C 0.822 -5.720 -3.157  -0.0716
38 H 1.940 -11.262 -4.524  0.0825
39 H 2.223 -12.432 -3.342  0.0835
40 H 0.605 -12.428 -4.118  0.0860
41 H 0.489 -11.624 -1.875  0.1163
42 H 1.389 -10.206 -2.294  0.1101
43 H -0.911 -7.509 0.332  0.1174
44 H -2.244 -7.638 -0.880  0.0783
45 H -2.243 -10.214 -0.526  0.0823
46 H -1.091 -9.918 0.812  0.0767
47 H -2.665 -9.308 0.941  0.0716
48 H 0.144 -6.369 -5.056  0.1208
49 H -1.138 -6.346 -4.083  0.1044
50 H 0.605 -5.817 -2.093  0.0721
51 H 1.897 -5.896 -3.179  0.0850
52 H 0.709 -4.666 -3.413  0.0686
53 C 2.916 1.012 -0.486  -0.0491
54 C 1.409 1.137 -0.088  -0.2907
55 O 0.614 0.778 -1.183  -0.1973
56 P -0.971 1.261 -1.320  0.5418
57 O -1.164 2.780 -1.265  -0.2727
58 O -1.520 0.546 -2.698  -0.2083
59 C -1.592 -0.860 -2.893  -0.2565
60 C -0.320 -1.348 -3.577  -0.0551
61 O -1.681 0.349 -0.258  -0.1890
62 C -3.049 0.353 0.214  -0.2025
63 C -3.578 -1.104 0.220  -0.0507
64 H 3.015 -0.005 -0.865  0.0779
65 H 3.217 1.819 -1.155  0.0844
66 H 3.518 1.128 0.415  0.0370
67 H 1.187 0.431 0.713  0.1169
68 H 1.339 2.172 0.248  0.1033
69 H -1.736 -1.300 -1.906  0.1014
70 H -2.413 -0.951 -3.604  0.1242
71 H 0.058 -0.694 -4.364  0.0612
72 H 0.486 -1.446 -2.850  0.0695
73 H -0.517 -2.361 -3.927  0.0688
74 H -3.055 0.641 1.266  0.0952
75 H -3.809 1.073 -0.089  0.1114
76 H -3.765 -1.435 -0.801  0.0555
77 H -2.928 -1.874 0.635  0.0757
78 H -4.506 -1.143 0.790  0.0701
79 C 1.251 7.050 5.722  -0.0882
80 C 0.031 7.446 4.841  -0.2395
81 O 0.175 6.483 3.793  -0.2172
82 P 0.839 7.011 2.339  0.5972
83 O 0.487 8.447 2.006  -0.2770
84 O 2.473 6.826 2.570  -0.2165
85 C 3.409 7.969 2.513  -0.2296
86 C 3.644 8.679 3.847  -0.0721
87 O 0.493 5.939 1.146  -0.2062
88 C -0.844 5.728 0.734  -0.2789
89 C -0.748 6.231 -0.632  -0.1112
90 H 2.247 7.124 5.285  0.0315
91 H 1.302 7.635 6.640  0.0723
92 H 1.284 6.046 6.147  0.0733
93 H -0.821 7.292 5.504  0.1117
94 H 0.013 8.515 4.630  0.1107
95 H 4.373 7.802 2.032  0.1133
96 H 2.930 8.633 1.793  0.0982
97 H 3.898 7.973 4.638  0.0493
98 H 4.446 9.406 3.721  0.0813
99 H 2.731 9.166 4.190  0.0744
100 H -0.814 4.641 0.813  0.1146
101 H -1.732 6.169 1.186  0.1343
102 H 0.013 5.796 -1.279  0.0839
103 H -1.595 5.997 -1.277  0.0760
104 H -0.611 7.289 -0.854  0.0866
105 C -9.112 -0.071 2.665  -0.0711
106 C -9.216 0.436 1.263  -0.3678
107 O -8.021 0.353 0.550  -0.2125
108 P -7.338 1.792 -0.192  0.5665
109 O -7.019 2.768 0.901  -0.2582
110 O -8.456 2.248 -1.217  -0.2169
111 C -9.463 3.236 -0.893  -0.2372
112 C -10.744 2.578 -1.378  -0.0685
113 O -6.104 1.276 -1.131  -0.2100
114 C -5.902 1.940 -2.403  -0.2471
115 C -5.456 3.410 -2.340  -0.0501
116 H -8.414 0.475 3.300  0.0771
117 H -10.133 0.057 3.024  0.0826
118 H -8.907 -1.134 2.532  0.0822
119 H -10.098 0.052 0.751  0.1193
120 H -9.466 1.484 1.428  0.0986
121 H -9.639 3.549 0.136  0.1152
122 H -9.232 4.137 -1.461  0.1206
123 H -11.029 2.991 -2.345  0.0765
124 H -10.557 1.505 -1.435  0.0761
125 H -11.573 2.677 -0.678  0.0763
126 H -5.135 1.381 -2.938  0.1179
127 H -6.857 1.803 -2.909  0.1030
128 H -4.388 3.627 -2.378  0.0766
129 H -5.905 3.814 -3.248  0.0778
130 H -5.933 3.970 -1.535  0.0709
131 C -5.365 -8.007 -2.307  -0.0553
132 C -4.891 -6.717 -3.024  -0.3047
133 O -5.334 -5.533 -2.515  -0.1770
134 P -4.227 -4.323 -2.450  0.4599
135 O -3.045 -4.375 -3.355  -0.2207
136 O -5.173 -3.122 -2.763  -0.1642
137 C -6.532 -2.969 -2.372  -0.2625
138 C -7.222 -2.028 -3.330  -0.0599
139 O -3.951 -4.212 -0.885  -0.1745
140 C -2.852 -4.806 -0.319  -0.3149
141 C -3.241 -5.410 1.021  -0.0367
142 H -4.478 -8.517 -1.931  0.0395
143 H -5.968 -8.120 -1.406  0.0701
144 H -5.864 -8.684 -3.000  0.0698
145 H -3.805 -6.784 -3.079  0.0728
146 H -5.369 -6.719 -4.004  0.1238
147 H -7.015 -3.946 -2.339  0.1152
148 H -6.638 -2.540 -1.375  0.1172
149 H -6.612 -1.155 -3.559  0.0725
150 H -7.431 -2.611 -4.227  0.0795
151 H -8.173 -1.673 -2.931  0.0790
152 H -2.504 -5.649 -0.917  0.0878
153 H -2.071 -4.047 -0.352  0.1231
154 H -3.978 -6.171 0.764  0.0840
155 H -2.370 -5.915 1.439  0.0620
156 H -3.725 -4.669 1.658  0.0778
157 C 0.462 -0.591 -12.979  -0.0718
158 C 0.000 -0.230 -11.548  -0.2515
159 O 0.971 0.752 -11.173  -0.2051
160 P 1.008 1.509 -9.725  0.4669
161 O 2.154 2.371 -9.583  -0.1998
162 O -0.411 2.241 -9.677  -0.1902
163 C -0.554 3.477 -10.426  -0.2528
164 C -1.267 4.624 -9.720  -0.0662
165 O 0.663 0.267 -8.668  -0.1903
166 C 0.524 0.583 -7.327  -0.2624
167 C -1.001 0.943 -6.902  -0.0443
168 H -0.284 -1.314 -13.309  0.0712
169 H 0.550 0.198 -13.725  0.0791
170 H 1.448 -1.049 -12.902  0.0744
171 H -0.990 0.189 -11.730  0.1118
172 H 0.023 -0.981 -10.758  0.1171
173 H 0.384 3.979 -10.665  0.1082
174 H -1.009 3.214 -11.381  0.1169
175 H -2.258 4.902 -10.080  0.0741
176 H -1.437 4.279 -8.700  0.0694
177 H -0.612 5.478 -9.546  0.0766
178 H 0.755 -0.241 -6.652  0.0952
179 H 1.216 1.371 -7.031  0.1133
180 H -1.174 0.694 -5.855  0.0422
181 H -1.177 2.018 -6.925  0.0493
182 H -1.828 0.624 -7.537  0.0716
183 C 1.939 3.347 3.358  -0.0352
184 C 3.224 2.549 3.517  -0.3128
185 O 4.399 3.313 3.559  -0.1599
186 P 5.182 3.424 5.011  0.5197
187 O 4.656 2.482 6.045  -0.2456
188 O 6.735 3.245 4.778  -0.2056
189 C 7.513 2.164 5.189  -0.2440
190 C 8.537 2.775 6.249  -0.0225
191 O 5.095 4.977 5.449  -0.1807
192 C 5.746 5.688 6.403  -0.2970
193 C 5.078 5.245 7.701  -0.0778
194 H 1.554 3.479 2.347  0.0645
195 H 1.209 2.885 4.023  0.0792
196 H 2.123 4.300 3.855  0.0678
197 H 3.017 1.723 4.197  0.1096
198 H 3.503 1.902 2.685  0.0956
199 H 6.829 1.363 5.471  0.1159
200 H 8.091 1.850 4.320  0.0706
201 H 9.072 3.497 5.632  0.0653
202 H 8.110 3.112 7.193  0.0710
203 H 9.282 2.085 6.647  0.0606
204 H 6.826 5.615 6.530  0.1144
205 H 5.626 6.756 6.217  0.1138
206 H 3.999 5.187 7.560  0.0751
207 H 5.427 4.359 8.231  0.0762
208 H 4.973 5.937 8.537  0.0680
209 C -1.394 -5.624 5.872  -0.0556
210 C -1.322 -4.987 4.444  -0.2905
211 O -2.104 -3.869 4.094  -0.2088
212 P -2.538 -2.740 5.229  0.4887
213 O -3.440 -3.241 6.285  -0.2263
214 O -3.056 -1.406 4.386  -0.1887
215 C -4.469 -1.318 3.982  -0.2344
216 C -4.951 0.120 3.622  -0.0323
217 O -1.116 -2.298 5.739  -0.1630
218 C -0.182 -1.738 4.855  -0.2876
219 C 1.216 -1.927 5.444  -0.0640
220 H -1.340 -4.849 6.637  0.0629
221 H -2.228 -6.323 5.949  0.0797
222 H -0.427 -6.126 5.847  0.0730
223 H -0.279 -4.853 4.159  0.1050
224 H -1.556 -5.773 3.727  0.0951
225 H -4.738 -2.021 3.193  0.1033
226 H -5.084 -1.762 4.765  0.1009
227 H -4.581 0.308 2.614  0.0357
228 H -6.031 0.058 3.492  0.0614
229 H -4.673 0.935 4.291  0.0866
230 H -0.136 -2.196 3.867  0.1124
231 H -0.395 -0.695 4.621  0.1198
232 H 1.449 -1.153 6.175  0.0773
233 H 1.546 -2.941 5.669  0.0797
234 H 1.977 -1.636 4.719  0.0674

=====

Entry 2:
Molecular formula: C3H12N2OP
Method: DFT, ωB97M-V with the def2-TZVPD basis set

Calculated values
SMILES = C[NH+]=[P@@](C)(N)OC
net charge = +1
relative energy (zero: lowest compared OMol25 entry of this formula, charge and spin) = 2.9 kJ/mol
F_max = 2.9 eV/Å
lowest unoccupied orbital energy = -2.91 eV

Last column: Löwdin charge in e.
CARTESIAN COORDINATES (ANGSTROEM)
1 C -0.361 -0.211 -2.375  -0.0876
2 C 1.937 -0.100 1.608  -0.0639
3 C -1.058 0.652 1.638  -0.1303
4 N -0.696 -1.801 0.153  -0.0118
5 N -0.880 0.402 -1.131  -0.1675
6 O 1.288 -0.272 0.355  -0.2603
7 P -0.282 -0.250 0.243  0.6094
8 H -0.391 -1.238 -2.133  0.0490
9 H -1.086 -0.002 -3.198  0.1209
10 H 0.652 -0.057 -2.483  0.0603
11 H 2.703 -0.881 1.658  0.1088
12 H 1.035 -0.120 2.268  0.0604
13 H 2.425 0.915 1.648  0.1198
14 H -0.692 1.673 1.718  0.0653
15 H -0.946 0.134 2.668  0.1079
16 H -2.029 0.813 1.153  0.0615
17 H -1.666 -1.886 -0.153  0.1044
18 H -0.511 -2.371 0.969  0.0984
19 H -0.799 1.467 -1.100  0.1551

=====

For the records above, the corresponding frontier orbital gap values read 0.38678 0.44302 hartree.
For the records above, the corresponding HOMO values read -10.2657 -14.9640 eV.